No. 1
Entry from OMol25: C15H31BrN4O6V as an isolated structure (the ωB97M-V functional and the def2-TZVPD basis).

Structure (XYZ):
```
58
Properties=species:S:1:pos:R:3:nbo_charge:R:1
O -1.35676 11.13726 5.80782 -0.535
V -2.78180 10.64602 5.32289 1.511
C -4.39229 14.20109 6.63821 -0.726
C -3.81408 12.89921 6.15054 0.797
O -3.46106 12.79782 4.94318 -0.702
O -3.83800 11.87026 6.88234 -0.685
H -3.83464 15.07812 6.31021 0.241
H -4.18008 14.28709 7.71301 0.225
H -5.46993 14.22313 6.51723 0.239
Br -4.85886 9.33610 4.25515 -0.656
C -3.43074 8.65558 7.85583 0.585
O -2.88164 9.21522 6.92333 -0.633
N -3.20039 7.39464 8.21986 -0.397
C -3.73461 6.83591 9.46608 -0.407
C -2.22518 6.56814 7.54132 -0.433
H -4.21178 9.12581 8.46880 0.142
H -4.04576 5.80924 9.26379 0.206
H -4.61444 7.31808 9.88038 0.224
H -2.87030 6.82616 10.13433 0.198
H -1.60998 7.23584 6.93227 0.246
H -1.55504 6.11684 8.27378 0.197
H -2.66045 5.84635 6.85176 0.211
C -1.94746 11.01512 1.99166 0.576
O -1.87067 10.86474 3.19874 -0.642
N -1.91449 12.21598 1.39811 -0.404
C -2.03671 12.34230 -0.03953 -0.404
C -1.85486 13.45351 2.13903 -0.436
H -2.00791 10.19785 1.26149 0.124
H -2.92284 12.94133 -0.27002 0.205
H -2.23387 11.38134 -0.51398 0.210
H -1.14736 12.81376 -0.45908 0.198
H -1.00074 14.07270 1.85674 0.192
H -2.78280 14.01945 2.06181 0.217
H -1.72022 13.22054 3.19644 0.263
C -1.01952 7.73430 3.95790 0.564
O -1.32562 8.64789 4.68267 -0.612
N 0.22478 7.22882 3.80803 -0.433
C 0.53698 6.35636 2.68726 -0.408
C 1.35482 7.76530 4.52036 -0.421
H -1.71511 7.17870 3.30954 0.119
H 1.43350 6.72042 2.18704 0.204
H -0.25350 6.37644 1.93652 0.212
H 0.62835 5.32645 3.03726 0.199
H 1.97239 6.94148 4.89412 0.196
H 1.99266 8.36833 3.86691 0.192
H 1.06556 8.35004 5.38986 0.242
C 2.32632 12.71658 6.68388 -0.615
C 1.87835 12.40988 5.24451 -0.383
C 1.28500 13.54451 4.41441 -0.514
C 0.25521 14.32359 5.09027 0.298
N -0.54331 14.91281 5.66868 -0.341
H 2.36544 11.74390 7.17276 0.216
H 1.60360 13.32218 7.22811 0.223
H 3.29628 13.20820 6.67034 0.203
H 1.22853 11.53627 5.18970 0.230
H 2.74775 12.09223 4.65616 0.196
H 0.78181 13.06645 3.56876 0.249
H 1.99741 14.27994 4.03376 0.238
```

E_LUMO (spin up / spin down): 0.4 / 0.4 eV
highest occupied orbital energy (spin up / spin down): -8.066 / -8.120 eV
2S+1: 2
gap between HOMO and LUMO (spin up / spin down): 8.4 / 8.5 eV
total charge: 0

No. 2
Entry from OMol25: one molecule with the formula C7H6N2O (the ωB97M-V functional and the def2-TZVPD basis).

Structure (XYZ):
```
16
Properties=species:S:1:pos:R:3:nbo_charge:R:1
C 2.93971 -0.04802 0.04264 0.107
C -1.72699 -0.47252 0.90954 -0.200
C -2.01816 0.91252 0.45458 -0.594
C -0.47921 -0.98372 0.94403 -0.028
C 1.79142 -0.42944 0.78997 0.063
C -1.15551 1.82926 0.20638 0.739
C 0.47596 -0.40771 -1.28396 -0.455
N 4.06396 0.08039 -0.22651 -0.272
N 0.62327 -0.51491 0.17815 -0.389
O -0.43145 2.67351 -0.08968 -0.422
H -2.41584 -1.15479 1.37183 0.240
H -3.11158 1.20914 0.17002 0.292
H -0.10760 -1.90146 1.42574 0.229
H -0.49669 0.00817 -1.66229 0.236
H 1.14478 0.48681 -1.55782 0.228
H 0.90393 -1.28723 -1.67260 0.226
```

relative energy (zero: lowest compared OMol25 entry of this formula, charge and spin): 100.35 kcal/mol
E_LUMO: -0.4 eV
highest occupied orbital energy: -8.916 eV
gap between HOMO and LUMO: 8.5 eV
total charge: 0

No. 3
Entry from OMol25: one molecule with the formula C7H6 (the ωB97M-V functional and the def2-TZVPD basis).

Structure (XYZ):
```
13
Properties=species:S:1:pos:R:3:nbo_charge:R:1
C -2.36453 -0.98923 1.42816 -0.204
C -1.94994 0.66729 -0.47323 -0.257
C 0.47991 0.67301 -0.69541 -0.090
C -2.03815 -0.31247 0.49832 -0.038
C -0.82092 1.10465 -1.06423 -0.204
C 1.55682 0.19851 -0.38638 0.070
C 2.70306 -0.45045 0.17382 -0.690
H -2.48435 -1.81438 2.05732 0.228
H -2.97171 1.04078 -0.68586 0.236
H -0.86122 1.77677 -1.93963 0.229
H 3.26676 0.16404 0.79995 0.238
H 3.26510 -0.91417 -0.61054 0.239
H 2.21918 -1.14436 0.89771 0.244
```

relative energy (zero: lowest compared OMol25 entry of this formula, charge and spin): 41.70 kcal/mol
SMILES: C#C/C=C\C#CC
E_LUMO: 0.4 eV
highest occupied orbital energy: -8.501 eV
gap between HOMO and LUMO: 8.9 eV
total charge: 0

No. 4
Entry from OMol25: one molecule with the formula C30H50 (the ωB97M-V functional and the def2-TZVPD basis).

Structure (XYZ):
```
80
Properties=species:S:1:pos:R:3:nbo_charge:R:1
C -5.20034 0.93721 -3.89234 -0.650
C -4.56830 -0.42360 -3.91719 0.025
C -3.47118 -0.75085 -4.58746 -0.190
C -2.60145 0.12100 -5.43945 -0.436
H -2.71948 -0.17366 -6.48802 0.216
H -2.88404 1.16958 -5.36343 0.202
C -1.12542 -0.05404 -5.06171 -0.411
C -0.81118 0.16614 -3.60040 0.021
C -1.50958 0.99408 -2.83374 -0.191
C -1.32090 1.23841 -1.36713 -0.431
H -1.76138 2.20290 -1.10735 0.205
H -0.26475 1.27470 -1.09548 0.207
C -2.00885 0.13264 -0.54268 -0.413
C -2.10363 0.50777 0.90993 0.030
C -1.26768 0.00316 1.80997 -0.202
C -1.25974 0.30183 3.27570 -0.423
H -2.07618 0.97569 3.53623 0.205
H -0.31795 0.79345 3.53488 0.206
C -1.38133 -0.98281 4.11766 -0.428
C -0.18067 -1.86758 3.97671 -0.198
C 0.90739 -1.81071 4.73632 0.031
C 2.07503 -2.72678 4.49982 -0.414
H 1.76318 -3.58106 3.89576 0.206
H 2.44397 -3.10307 5.45774 0.205
C 3.22150 -1.99756 3.77382 -0.427
C 2.83569 -1.66693 2.36741 -0.195
C 2.60206 -0.47542 1.82989 0.030
C 2.24664 -0.36824 0.36930 -0.422
H 1.67503 -1.24871 0.06569 0.210
H 1.63101 0.51769 0.20739 0.204
C 3.49767 -0.28190 -0.52919 -0.419
C 4.28743 0.97163 -0.30606 -0.214
C 4.00905 2.17511 -0.79558 0.031
C 4.86507 3.36643 -0.47696 -0.632
H 5.31344 3.76388 -1.38763 0.211
H 4.25940 4.15796 -0.03555 0.209
H 5.66189 3.10826 0.21612 0.212
C 2.83385 2.48130 -1.67610 -0.656
H 3.12164 3.18555 -2.45518 0.214
H 2.03893 2.94569 -1.09097 0.219
H 2.43121 1.58917 -2.14568 0.215
H 5.15457 0.86181 0.33279 0.197
H 3.17555 -0.34233 -1.57180 0.205
H 4.12959 -1.14780 -0.32385 0.211
C 2.68558 0.83604 2.54731 -0.655
H 2.95820 0.72152 3.59128 0.209
H 3.41699 1.47845 2.05805 0.228
H 1.72056 1.34030 2.49395 0.215
H 2.72273 -2.54022 1.73435 0.187
H 3.49585 -1.10392 4.33305 0.200
H 4.09270 -2.65943 3.75168 0.212
C 1.05752 -0.83490 5.87105 -0.665
H 0.30801 -1.02588 6.63960 0.223
H 0.92662 0.18997 5.52919 0.218
H 2.03964 -0.92216 6.32888 0.212
H -0.22238 -2.59227 3.17503 0.197
H -2.27444 -1.52441 3.79779 0.209
H -1.51306 -0.69850 5.16375 0.205
H -0.50975 -0.70074 1.49482 0.198
C -3.17971 1.50396 1.25396 -0.663
H -2.75561 2.40176 1.70219 0.220
H -3.73029 1.79528 0.36309 0.210
H -3.88705 1.07682 1.96425 0.222
H -1.44796 -0.79490 -0.66127 0.208
H -3.01104 -0.02881 -0.94757 0.204
H -2.34770 1.52008 -3.26424 0.192
C 0.36119 -0.63540 -3.11629 -0.640
H 0.09683 -1.69278 -3.07858 0.215
H 0.67908 -0.33066 -2.12537 0.209
H 1.19817 -0.52970 -3.80736 0.212
H -0.81774 -1.06966 -5.32500 0.198
H -0.51898 0.63084 -5.66451 0.216
H -3.12227 -1.77482 -4.52459 0.189
C -5.29994 -1.43805 -3.08508 -0.630
H -4.78181 -2.39325 -3.08001 0.213
H -5.39191 -1.08717 -2.05723 0.207
H -6.30776 -1.59087 -3.47161 0.209
H -4.74701 1.61928 -4.60444 0.213
H -5.11543 1.36854 -2.89410 0.212
H -6.26162 0.85636 -4.12537 0.216
```

relative energy (zero: lowest compared OMol25 entry of this formula, charge and spin): 6.24 kcal/mol
SMILES: CC(C)=CCC/C(C)=C/CC/C(C)=C/CC/C=C(\C)CC/C=C(\C)CCC=C(C)C
E_LUMO: 0.8 eV
highest occupied orbital energy: -8.394 eV
gap between HOMO and LUMO: 9.2 eV
total charge: 0

no.,molar mass (Da),largest force on an atom (eV Å⁻¹)
1,494.28,2.99
2,134.14,4.68
3,90.12,2.75
4,410.73,0.40